(1)
Formula: C18H36O22S5
Source: the OMol25 dataset
Level of theory: ωB97M-V/def2-TZVPD

The geometry in XYZ format:
```
81
C18H36O22S5 | the OMol25 dataset | ωB97M-V/def2-TZVPD
C -14.8570 -7.9146 0.7267
C -13.6452 -7.6594 1.5582
C -12.8866 -6.5930 0.8962
O -13.3428 -6.7048 -0.4632
C -14.7076 -7.0518 -0.5016
H -15.7796 -7.7521 1.2840
H -14.8209 -8.9864 0.5318
H -12.9846 -8.5160 1.6925
H -13.9846 -7.3983 2.5606
H -11.8061 -6.6322 1.0341
H -13.2180 -5.6615 1.3551
H -14.9948 -7.5046 -1.4506
H -15.2573 -6.1232 -0.3479
C -15.4643 -10.5153 5.6337
C -15.2939 -10.3742 7.1142
C -16.7716 -10.2219 7.5979
O -17.5314 -10.0541 6.3732
C -16.7208 -9.7917 5.2520
H -15.5859 -11.5547 5.3288
H -14.6782 -10.0716 5.0226
H -14.7809 -9.4499 7.3799
H -14.7086 -11.2190 7.4774
H -16.8825 -9.2688 8.1149
H -17.1240 -11.0282 8.2412
H -16.4980 -8.7252 5.2198
H -17.1585 -10.2290 4.3546
C -17.1125 -7.9499 3.5296
C -16.0942 -8.9016 2.9195
O -16.7974 -9.7908 2.1271
S -18.4562 -9.5798 2.1255
O -18.9576 -10.4026 3.2834
O -19.1506 -9.5768 0.8289
O -18.2150 -8.0213 2.6494
H -16.8088 -6.9038 3.5700
H -17.4031 -8.2310 4.5418
H -15.5423 -9.4046 3.7136
H -15.3771 -8.4000 2.2696
C -14.2066 -16.2644 5.2569
C -15.2332 -15.1257 5.3661
O -14.6718 -14.0004 4.7552
S -13.0151 -14.0614 4.7244
O -12.4796 -13.1082 5.6621
O -12.5422 -13.9523 3.3227
O -12.9757 -15.5919 5.4185
H -14.1820 -16.8606 4.3447
H -14.3860 -16.9640 6.0733
H -15.4580 -14.8406 6.3939
H -16.0867 -15.5118 4.8087
C -14.7703 -11.8526 -0.2602
C -13.3136 -11.4280 -0.3313
O -12.5997 -12.6131 -0.3196
S -13.5260 -13.9483 0.0521
O -13.1030 -14.5777 1.2878
O -13.8474 -14.7681 -1.1126
O -14.7288 -13.0102 0.4537
H -15.2278 -11.9410 -1.2455
H -15.3212 -11.1592 0.3753
H -13.1200 -10.8498 0.5722
H -13.0848 -10.8648 -1.2361
C -13.9494 -12.4142 2.7430
C -12.5107 -11.7677 2.7197
O -12.6160 -10.3899 3.0314
S -14.1166 -9.8295 2.9113
O -14.4805 -9.3853 1.5659
O -14.4207 -8.9472 4.0311
O -14.8306 -11.3256 3.1272
H -14.1095 -13.1144 3.5628
H -14.3761 -12.7353 1.7928
H -11.9980 -12.0314 1.7947
H -11.9028 -12.3278 3.4301
C -11.5293 -8.9700 3.9502
C -11.5700 -8.8422 2.3782
O -11.6834 -7.4615 2.1372
S -10.8250 -6.5577 3.2647
O -11.4700 -5.2776 3.5513
O -9.4580 -6.5919 2.7568
O -11.0631 -7.7219 4.4148
H -10.7823 -9.7388 4.1480
H -12.5247 -9.1675 4.3481
H -12.4117 -9.2766 1.8387
H -10.7159 -9.2329 1.8251
```

Values from the calculation:
energy relative to the best compared isomer or geometry (same formula, charge and spin): 34.346 eV
F_max: 17.8 eV Å⁻¹


(2)
Formula: C18H36O6
Source: the OMol25 dataset
Level of theory: ωB97M-V/def2-TZVPD

The geometry in XYZ format:
```
60
C18H36O6 | the OMol25 dataset | ωB97M-V/def2-TZVPD
C 1.1055 5.5801 1.9312
C -0.2678 5.4254 1.4470
O -1.0794 6.3182 1.4958
C -0.6808 4.1235 0.7372
H 1.5753 6.5239 1.6545
H 1.8034 4.7695 1.7220
H 0.9784 5.6790 3.0093
H 0.2327 3.7114 0.3085
H -1.5152 4.2729 0.0519
H -1.1670 3.4084 1.4008
C -1.1103 -1.9508 -1.1834
C -1.2002 -1.0343 0.0330
O -2.1213 -0.9743 0.7748
C -0.1425 0.0603 -0.0015
H -0.6466 -2.8884 -0.8768
H -0.5347 -1.5154 -2.0002
H -2.1249 -2.1310 -1.5387
H -0.4356 0.8671 0.6702
H -0.1929 0.6360 -0.9256
H 0.9089 -0.2262 0.0209
C 2.6651 3.2434 -1.2273
C 2.8666 4.4578 -2.0896
O 3.0171 4.4358 -3.3201
C 2.7706 5.7813 -1.2729
H 3.5896 2.6668 -1.2566
H 1.7753 2.6452 -1.4237
H 2.5604 3.6466 -0.2200
H 3.4023 5.7375 -0.3858
H 1.7447 5.9373 -0.9393
H 3.2927 6.4495 -1.9578
C 2.6035 -0.3118 -5.8256
C 2.6524 -0.5495 -4.2837
O 3.0065 -1.6417 -3.8739
C 2.2397 0.5543 -3.3471
H 2.4877 0.7586 -5.9957
H 1.7688 -0.7908 -6.3375
H 3.4155 -0.5977 -6.4942
H 2.6450 1.5403 -3.5744
H 2.5467 0.1620 -2.3777
H 1.1507 0.5198 -3.3154
C 0.7038 -3.5466 2.8168
C 0.5586 -4.5761 1.6744
O 1.1125 -4.4525 0.6270
C -0.3950 -5.7083 1.9523
H 1.5411 -2.8606 2.6886
H 0.8867 -4.2001 3.6698
H -0.2332 -3.0031 2.9378
H -1.2120 -5.3627 2.5855
H 0.1200 -6.5514 2.4127
H -0.8149 -6.1103 1.0302
C -4.1596 -3.1079 1.9880
C -5.0379 -4.3029 2.4046
O -5.3439 -5.1027 1.5901
C -5.3263 -4.4443 3.9024
H -4.3951 -2.8467 0.9563
H -3.1185 -3.4123 2.0950
H -4.3563 -2.2071 2.5693
H -5.5889 -3.5209 4.4187
H -4.4106 -4.8156 4.3628
H -6.1162 -5.1675 4.1048
```

Values from the calculation:
SMILES string: CC(C)=O.CC(C)=O.CC(C)=O.CC(C)=O.CC(C)=O.CC(C)=O
energy relative to the best compared isomer or geometry (same formula, charge and spin): 1.592 eV
F_max: 3.6 eV Å⁻¹


(3)
Formula: C18H37
Source: the OMol25 dataset
Level of theory: ωB97M-V/def2-TZVPD

The geometry in XYZ format:
```
55
C18H37 | the OMol25 dataset | ωB97M-V/def2-TZVPD
C 0.2076 -2.4384 -1.9063
C 0.9972 -3.3251 -1.7093
C 2.0136 -4.3350 -1.4788
C 3.0775 -3.7530 -0.4986
C 2.8642 -4.1511 1.0023
C 2.5986 -2.9734 1.9518
H -0.2423 -1.4725 -1.9393
H 1.5496 -5.2064 -1.0169
H 2.4542 -4.6221 -2.4328
H 4.0857 -3.9789 -0.8598
H 2.9764 -2.6716 -0.5304
H 1.9910 -4.8079 1.0337
H 3.7605 -4.6785 1.3400
H 1.6159 -2.5601 1.6721
H 3.3480 -2.1990 1.7081
C -1.5255 1.8329 -2.0497
C -3.0245 1.5558 -1.9625
C -3.4064 0.1673 -2.4792
C -3.0971 -0.0801 -3.9564
C -3.7532 0.9030 -4.9247
C -5.2786 0.8697 -4.8850
H -1.1691 1.8099 -3.0805
H -1.2892 2.8178 -1.6435
H -0.9637 1.0925 -1.4769
H -3.5774 2.3298 -2.5032
H -3.3379 1.6324 -0.9183
H -4.4716 -0.0006 -2.2944
H -2.8787 -0.5845 -1.8854
H -3.4153 -1.0958 -4.2109
H -2.0154 -0.0608 -4.1114
H -3.4215 0.6635 -5.9388
H -3.4049 1.9199 -4.7238
H -5.6506 -0.1291 -5.1223
H -5.7010 1.5662 -5.6116
H -5.6623 1.1484 -3.9026
C 1.4392 2.1211 5.9590
C 2.1089 1.1632 4.9761
C 2.8268 1.8731 3.8307
C 1.9241 2.7137 2.9247
C 0.7762 1.9402 2.2789
C 1.2522 0.8087 1.3737
H 0.6653 2.7204 5.4756
H 0.9649 1.5696 6.7729
H 2.1708 2.8044 6.3981
H 1.3704 0.4635 4.5802
H 2.8385 0.5547 5.5149
H 3.3507 1.1245 3.2320
H 3.6038 2.5250 4.2471
H 2.5419 3.1559 2.1358
H 1.5135 3.5564 3.4915
H 0.1699 2.6412 1.6948
H 0.1137 1.5356 3.0494
H 1.8858 1.1936 0.5704
H 0.4088 0.2911 0.9147
H 1.8208 0.0589 1.9254
```

Values from the calculation:
charge: -1
F_max: 0.9 eV Å⁻¹


(4)
Formula: C18H37AsN4P2Pd
Source: the OMol25 dataset
Level of theory: ωB97M-V/def2-TZVPD

The geometry in XYZ format:
```
63
C18H37AsN4P2Pd | the OMol25 dataset | ωB97M-V/def2-TZVPD
Pd -0.3028 0.0168 0.7496
N 1.2241 -3.5906 2.2987
C 0.4012 -4.2400 1.3963
C -0.2265 -3.2780 0.7018
N 0.1980 -2.0302 1.1589
C 1.0779 -2.2790 2.1289
C 1.7424 -1.1762 2.8006
N 1.4873 0.0717 2.4480
C 2.2759 0.8641 3.2475
C 3.0002 0.0784 4.0831
N 2.6497 -1.2094 3.7877
H 1.8273 -4.0577 2.9632
H 0.3365 -5.3135 1.3409
H -0.9382 -3.4104 -0.0913
H 2.2970 1.9381 3.2009
H 3.7190 0.3304 4.8439
H 3.0277 -2.0227 4.2549
C 0.0396 3.2292 1.8240
P -0.9695 2.3038 0.6439
C -0.9009 3.2303 -0.9194
C -2.7257 2.3509 1.1614
C -3.4565 1.2645 0.3598
P -2.5834 -0.3359 0.6512
C -2.9142 -0.8520 2.3501
C -3.2219 -1.5914 -0.4693
H -0.2776 4.2771 1.8357
H 1.0891 3.2055 1.5325
H -0.0929 2.8290 2.8290
H -1.3533 4.2090 -0.7382
H -1.4633 2.7354 -1.7104
H 0.1304 3.3953 -1.2349
H -3.1225 3.3507 0.9705
H -2.8061 2.1709 2.2358
H -3.4529 1.4808 -0.7118
H -4.4994 1.1486 0.6691
H -4.0039 -0.8573 2.4750
H -2.4835 -0.1765 3.0918
H -2.5347 -1.8610 2.5133
H -4.3157 -1.5706 -0.3861
H -2.8945 -2.5869 -0.1766
H -2.9576 -1.3827 -1.5018
C -1.3765 0.0627 -3.5601
C -0.0705 0.7485 -3.2158
As 0.8494 0.0506 -1.6117
C 2.4377 1.1180 -1.1509
C 3.0894 1.6682 -2.4204
C 1.3357 -1.8213 -1.9710
C 2.0801 -1.9195 -3.3030
H -1.7565 0.4725 -4.4972
H -2.1346 0.2447 -2.7980
H -1.2594 -1.0127 -3.7020
H -0.1598 1.8301 -3.1333
H 0.7015 0.5541 -3.9740
H 3.0948 0.4502 -0.5898
H 2.1226 1.9224 -0.4832
H 3.4342 0.8836 -3.0926
H 3.9646 2.2434 -2.1078
H 2.4327 2.3446 -2.9679
H 0.4172 -2.4067 -1.9832
H 1.9534 -2.1494 -1.1345
H 1.4640 -1.6256 -4.1522
H 2.3464 -2.9698 -3.4468
H 3.0077 -1.3471 -3.3125
```

Values from the calculation:
charge: +4
energy relative to the best compared isomer or geometry (same formula, charge and spin): 0.079 eV
F_max: 1.1 eV Å⁻¹


HOMO-LUMO gap per entry: 8.136 9.848 3.693 4.460 eV
E_HOMO per entry: -8.221 -9.487 -1.047 -20.051 eV